(1)
Entry from the OMol25 dataset: a cluster of 2 separate species, C2H4NOP in total in a non-equilibrium geometry (ωB97M-V/def2-TZVPD).

Structure (ORCA input):
```
! wB97M-V def2-TZVPD RIJCOSX def2/J DEFGRID3
* xyz 0 1
H 1.37 1.14 0.00
O -1.67 -0.44 -0.01
C 0.46 -0.98 0.08
H 1.18 -1.71 0.31
P -1.10 1.14 0.03
C 0.61 0.49 -0.27
N -0.72 -1.44 0.18
H 0.91 0.58 -1.73
H -1.03 1.22 1.39
*
```

Properties
- energy above the lowest of the compared OMol25 structures with the same formula, charge and spin (kcal/mol) = 65.5
- Kohn-Sham gap (eV) = 10.14

Here are the Mulliken charges for atoms 1 to 2, given in e: atom 1 (H): 0.45, atom 2 (O): -0.25

***

(2)
Entry from the OMol25 dataset: a structure of composition C19H17HgO4P in a non-equilibrium geometry (ωB97M-V/def2-TZVPD).

Structure (ORCA input):
```
! wB97M-V def2-TZVPD RIJCOSX def2/J DEFGRID3
* xyz 2 1
H -1.41 -2.19 1.92
Hg -0.26 1.02 -0.71
H 1.94 -2.53 -0.78
C -0.02 -5.01 0.62
H 1.72 -5.08 -0.75
C -2.84 1.22 2.38
O 3.68 2.81 -1.84
H -2.95 2.17 4.32
C -0.62 0.27 1.91
C -2.12 2.19 -1.93
H 2.54 1.04 1.22
C 0.30 1.10 -5.07
C 1.20 -3.05 -0.13
H -0.67 1.62 -4.93
H 1.23 -0.79 -4.93
H 1.01 0.88 3.16
H -0.14 -6.09 0.60
C 2.89 1.99 -1.89
H 1.25 1.60 -4.84
C -0.07 0.95 3.01
C 0.39 -2.29 0.77
P 0.66 -0.51 0.83
C 2.44 -0.08 1.15
H -1.71 -4.69 1.97
H 2.98 -0.43 0.23
H -0.48 2.00 4.86
C 1.03 -4.45 -0.15
C 0.58 3.32 -0.56
H -3.92 1.36 2.16
C 0.26 3.97 -2.83
H -2.38 0.25 0.51
C -0.92 1.60 3.92
C -2.29 1.69 3.60
C 0.28 -0.26 -5.03
O -2.88 3.01 -1.68
O 0.53 4.18 0.19
C -0.90 -4.24 1.39
C -1.98 0.56 1.50
H 2.87 -0.57 2.07
H -0.68 -0.77 -5.00
O 0.26 5.11 -2.66
C -0.73 -2.86 1.41
*
```

Properties
- energy above the lowest of the compared OMol25 structures with the same formula, charge and spin (kcal/mol) = 31.3
- Kohn-Sham gap (eV) = 6.25

Here are the Mulliken charges for atoms 1 to 2, given in e: atom 1 (H): 0.36, atom 2 (Hg): 1.26

***

(3)
Entry from the OMol25 dataset: a structure of composition C27H27N2O4PPtSSe2 (ωB97M-V/def2-TZVPD).

Structure (ORCA input):
```
! wB97M-V def2-TZVPD RIJCOSX def2/J DEFGRID3
* xyz 0 3
H 4.64 4.31 3.10
C -6.21 1.09 -2.72
O -0.37 -1.79 -2.61
C 1.59 2.35 -2.14
H -6.45 2.00 -3.25
C -2.15 -0.16 -3.39
Se 2.53 -1.05 -0.17
C 4.35 -2.45 3.58
H 2.56 3.95 1.76
O 0.05 1.57 -0.35
H 5.66 -3.74 4.69
O 0.64 3.70 -0.45
C -3.92 0.76 0.89
H 1.79 -3.48 1.63
C -3.10 -1.08 -2.95
C 0.87 1.76 -3.35
S -0.48 -0.69 -3.55
H 1.72 1.70 1.40
H 5.85 2.36 4.00
C -3.85 1.54 -3.45
C -2.76 -1.66 0.44
C 4.48 0.93 3.20
H 4.55 -5.81 3.92
C 3.11 3.12 2.18
H -5.69 -0.33 1.42
C -4.07 -1.62 0.86
H -1.82 1.87 -4.04
C 3.26 -2.36 2.72
C 2.64 -3.54 2.30
H -4.13 2.57 -3.67
C 4.27 3.31 2.92
C -4.66 -0.39 1.09
C -2.60 0.65 0.47
C 4.19 -4.85 3.59
C 0.71 2.58 -0.90
H -4.61 -2.55 1.01
C -4.80 0.64 -2.99
C 3.10 -4.77 2.73
C 3.32 0.72 2.46
H 5.06 0.12 3.60
H -6.93 0.32 -3.01
H 2.60 -5.67 2.39
H 0.02 2.39 -3.62
H 2.41 1.69 -1.85
H -4.33 1.74 1.06
H 2.00 3.32 -2.40
H 1.54 1.71 -4.22
C -4.41 -0.68 -2.76
P 2.52 -0.85 2.02
H -2.80 -2.10 -2.76
Se 0.42 -0.76 2.59
C 4.81 -3.69 4.01
O -0.19 -0.85 -4.94
N -2.04 -0.55 0.25
H -2.25 -2.60 0.24
H -5.15 -1.40 -2.42
C 4.95 2.22 3.43
H 0.35 0.46 -1.92
H -1.96 1.50 0.30
C 2.64 1.84 1.95
H -6.35 1.28 -1.65
H 4.85 -1.58 3.95
Pt 0.08 -0.65 -0.06
N 0.49 0.42 -2.92
C -2.53 1.15 -3.66
*
```

Properties
- energy above the lowest of the compared OMol25 structures with the same formula, charge and spin (kcal/mol) = 26.4
- Kohn-Sham gap (alpha / beta) (eV) = 7.20 / 6.91

Here are the Mulliken charges for atoms 1 to 2, given in e: atom 1 (H): 0.38, atom 2 (C): -1.45

***

(4)
Entry from the OMol25 dataset: a cluster of 2 separate species, C4H11NO in total in a non-equilibrium geometry (ωB97M-V/def2-TZVPD).

Structure (ORCA input):
```
! wB97M-V def2-TZVPD RIJCOSX def2/J DEFGRID3
* xyz 0 1
C -0.77 1.38 -0.72
H 2.09 -0.16 2.08
N -0.09 0.47 -1.52
H -0.07 -1.71 2.04
H -2.69 0.98 -1.82
H 2.36 -0.80 0.25
H -2.61 1.26 0.03
H 0.96 0.46 -1.63
H 0.57 -2.49 0.52
H -2.41 2.64 -0.68
O -0.04 2.02 0.02
H -0.58 -0.10 -2.05
H 0.15 -0.85 0.42
C 0.57 -1.53 1.09
C 2.08 -1.09 1.22
C -2.22 1.53 -0.91
H 2.70 -2.01 1.66
*
```

Properties
- energy above the lowest of the compared OMol25 structures with the same formula, charge and spin (kcal/mol) = 44.1
- SMILES = CC(N)=O.CC
- Kohn-Sham gap (eV) = 10.70

Here are the Mulliken charges for atoms 1 to 2, given in e: atom 1 (C): 0.74, atom 2 (H): 0.20

***

(5)
Entry from the OMol25 dataset: the ion C4H9N2O2 with charge +1 in a non-equilibrium geometry (ωB97M-V/def2-TZVPD).

Structure (ORCA input):
```
! wB97M-V def2-TZVPD RIJCOSX def2/J DEFGRID3
* xyz 1 1
H 3.51 0.24 -0.35
O -0.18 -1.76 0.14
C -0.82 -0.64 -0.46
H -3.26 1.04 0.99
N 1.14 -1.37 0.49
H 1.71 -1.73 1.15
C 2.67 0.55 0.20
H 0.26 1.25 -1.15
N 0.45 0.27 -0.87
H 3.02 0.54 1.23
C -2.88 0.47 0.15
H -1.48 -0.93 -1.34
H -3.65 -0.41 0.12
C 1.42 -0.20 -0.07
O -1.62 -0.04 0.52
H 2.44 1.64 -0.10
H -2.72 1.07 -0.67
*
```

Properties
- energy above the lowest of the compared OMol25 structures with the same formula, charge and spin (kcal/mol) = 76.8
- SMILES = CO[C@H]1[NH+]=C(C)NO1
- Kohn-Sham gap (eV) = 11.14

Here are the Mulliken charges for atoms 1 to 2, given in e: atom 1 (H): 0.33, atom 2 (O): -0.24

***

(6)
Entry from the OMol25 dataset: a cluster of 2 separate species, C3Cl4O2 in total in a non-equilibrium geometry (ωB97M-V/def2-TZVPD).

Structure (ORCA input):
```
! wB97M-V def2-TZVPD RIJCOSX def2/J DEFGRID3
* xyz 0 1
C -1.25 -0.95 -0.90
Cl -1.14 -2.59 -0.61
Cl 1.15 2.08 -0.80
C 1.08 0.85 0.44
O 0.26 1.07 2.78
C 0.66 0.97 1.69
O -1.88 -0.15 -0.23
Cl 1.53 -0.80 -0.03
Cl -0.40 -0.49 -2.35
*
```

Properties
- energy above the lowest of the compared OMol25 structures with the same formula, charge and spin (kcal/mol) = 6.1
- SMILES = O=C=C(Cl)Cl.O=C(Cl)Cl
- Kohn-Sham gap (eV) = 8.66

Here are the Mulliken charges for atoms 1 to 2, given in e: atom 1 (C): 0.54, atom 2 (Cl): -0.07